Computed, not measured: a single C5H10OS molecule in a non-equilibrium geometry, with wB97M-V/def2-TZVPD.

Cartesian coordinates (Å):
C1 1.9100 -1.5357 0.1693
S1 2.3395 0.0549 -0.4104
O1 3.3588 0.6518 0.3812
C2 0.6837 0.3221 0.2708
C3 -0.5663 0.4296 -0.4800
C4 -1.4544 -0.8332 -0.2369
C5 -1.1630 1.7205 0.0423
H1 2.1803 -1.7950 1.1772
H2 1.3956 -2.2392 -0.4963
H3 0.4477 -0.0907 1.2796
H4 -0.3611 0.5424 -1.5933
H5 -1.7472 -0.7510 0.8238
H6 -0.8676 -1.7118 -0.4796
H7 -2.2869 -0.7182 -0.9378
H8 -1.3476 1.4309 0.9917
H9 -2.1015 1.9034 -0.3757
H10 -0.4200 2.6192 -0.1260

## Properties
Energy above the lowest of the compared OMol25 structures with the same formula, charge and spin, kcal/mol: 103.82
HOMO-LUMO gap, eV: 8.5
E_tot, eV: -18225.3968
Charge: 0
HOMO, eV: -8.47